1.
Here is a 2-piece molecular cluster, C2H6N4O2 overall from the OMol25 dataset. Energies are from ωB97M-V/def2-TZVPD.

Each line ends with the Löwdin charge.
CARTESIAN COORDINATES (ANGSTROEM)
C 0.62237 0.37568 0.04086  -0.441
C -1.35311 0.79582 -1.31193  -0.264
H 2.33138 -1.07416 1.44006  0.306
H 1.20580 1.84441 1.31263  0.165
H -0.42455 -0.97295 -0.75887  0.094
H -0.50101 -1.92149 1.45004  0.217
H -1.54602 1.83950 -1.58364  0.090
H -2.91534 -0.33461 -1.85144  0.050
N 1.15300 0.77810 1.27081  -0.026
N 0.44234 -0.89046 -0.18149  0.003
N 0.01257 1.23942 -0.86011  0.051
N -1.94132 -0.34401 -1.55475  0.045
O 2.46494 0.26421 1.57210  -0.169
O 0.44896 -1.59946 1.01573  -0.122

Summary:
Net charge: 0
Orbital gap (eV): 9.187
2S+1: 1

2.
Here is one molecule with the formula C2H6N4O2 from the OMol25 dataset. Energies are from ωB97M-V/def2-TZVPD.

Each line ends with the Löwdin charge.
CARTESIAN COORDINATES (ANGSTROEM)
C 1.91353 0.84348 -0.40677  -0.002
N 0.53020 0.61944 -0.09100  -0.273
C -1.36664 -0.57225 0.65206  -0.449
N -2.26125 -0.03636 -0.19471  0.180
O -0.32052 1.56639 0.17559  -0.139
N 0.07894 -0.59478 0.00139  -0.121
N 0.85571 -1.60902 -0.07406  0.110
O -1.52184 -1.25742 1.61710  0.131
H -1.92045 0.81905 -0.63766  0.100
H -3.22253 -0.07818 0.10821  0.123
H 0.37636 -2.40325 0.34571  0.059
H 2.16368 1.89194 -0.24808  0.097
H 2.07253 0.54121 -1.44159  0.095
H 2.62227 0.26976 0.19380  0.088

Summary:
Net charge: 0
Orbital gap (alpha / beta) (eV): 8.420 / 8.216
2S+1: 1

Stability comparison, relative energies in eV: 1 3.346; 2 0.000

1.
Here is C2H2O2 as an isolated structure from the OMol25 dataset. Energies are from ωB97M-V/def2-TZVPD.

Each line ends with the Löwdin charge.
CARTESIAN COORDINATES (ANGSTROEM)
C -0.33969 -0.74581 1.11390  -0.045
C -0.06794 0.06790 -0.60986  -0.043
O 0.86430 -0.84763 1.57856  -0.068
O -1.06030 0.74833 -1.12411  -0.047
H 1.52578 -0.31916 1.07855  0.084
H -0.92214 1.09637 -2.03704  0.118

Summary:
Net charge: 0
Orbital gap (eV): 7.353
2S+1: 1

2.
Here is one molecule with the formula C2H2O2 from the OMol25 dataset. Energies are from ωB97M-V/def2-TZVPD.

Each line ends with the Löwdin charge.
CARTESIAN COORDINATES (ANGSTROEM)
O 1.14924 -0.45859 1.19546  0.080
C 0.64798 -0.44387 0.09066  -0.191
C -0.53692 0.51195 -0.12633  -0.232
O -0.85361 1.53501 0.41388  0.081
H 0.97533 -1.11750 -0.68360  0.107
H -1.38202 -0.02699 -0.89007  0.154

Summary:
Net charge: 0
Orbital gap (eV): 9.221
2S+1: 1
SMILES: O=CC=O

3.
Here is one molecule with the formula C2H2O2 from the OMol25 dataset. Energies are from ωB97M-V/def2-TZVPD.

Each line ends with the Löwdin charge.
CARTESIAN COORDINATES (ANGSTROEM)
C -0.85949 -0.00193 -0.01369  0.065
C 0.44150 0.00272 0.03060  -0.445
O 1.58397 -0.69278 -0.00303  0.094
O 1.57529 0.70903 -0.00074  0.093
H -1.45141 1.00056 -0.05294  0.114
H -1.28986 -1.01761 0.03981  0.079

Summary:
Net charge: 0
Orbital gap (eV): 11.272
2S+1: 1
SMILES: C=C1OO1

4.
Here is one molecule with the formula C2H2O2 from the OMol25 dataset. Energies are from ωB97M-V/def2-TZVPD.

Each line ends with the Löwdin charge.
CARTESIAN COORDINATES (ANGSTROEM)
C -0.13985 0.44411 0.33909  -0.345
C -0.73094 -0.65364 -0.18817  0.226
O 0.94435 0.89992 -0.05613  -0.061
O 1.43511 0.12103 -1.10889  0.019
H -0.39190 0.79159 1.37495  0.139
H -1.11677 -1.60301 -0.36084  0.023

Summary:
Net charge: 0
Orbital gap (alpha / beta) (eV): 9.283 / 6.797
2S+1: 1

Stability comparison, relative energies in eV: 1 4.759; 2 0.000; 3 3.107; 4 6.583

1.
Here is a 2-piece molecular cluster, CH3ClOS overall from the OMol25 dataset. Energies are from ωB97M-V/def2-TZVPD.

Each line ends with the Löwdin charge.
CARTESIAN COORDINATES (ANGSTROEM)
C 2.20281 -0.53723 0.70571  -0.525
O -2.49883 0.96068 -1.24971  -0.600
S -2.84469 -0.06981 -0.00712  0.583
Cl 0.86270 -1.23081 0.00217  0.560
H 2.84288 -0.05141 0.12300  -0.065
H 2.52121 -0.79001 1.74624  0.028
H -3.08608 1.71861 -1.32028  0.019

Summary:
Net charge: 0
Orbital gap (alpha / beta) (eV): 8.566 / 7.506
2S+1: 3

2.
Here is a 2-piece molecular cluster, CH3ClOS overall from the OMol25 dataset. Energies are from ωB97M-V/def2-TZVPD.

Each line ends with the Löwdin charge.
CARTESIAN COORDINATES (ANGSTROEM)
C -0.03860 0.13858 0.05240  0.007
O 2.07011 0.61922 2.96129  -0.583
S 2.52206 1.27945 1.74188  0.537
Cl 1.71107 3.24972 1.43150  0.054
H 0.24219 0.26711 -1.04419  0.007
H -0.98710 0.60490 0.26979  -0.025
H 0.57632 -0.59197 0.69329  0.003

Summary:
Net charge: 0
Orbital gap (alpha / beta) (eV): 8.287 / 9.765
2S+1: 3

Stability comparison, relative energies in eV: 1 0.479; 2 0.000

1.
Here is a 2-piece molecular cluster, C2H8NO overall from the OMol25 dataset. Energies are from ωB97M-V/def2-TZVPD.

Each line ends with the Löwdin charge.
CARTESIAN COORDINATES (ANGSTROEM)
C -0.55816 0.64406 -0.04816  -0.016
C -1.73461 0.10378 0.57860  0.039
N 2.28266 -0.47113 0.07768  -0.006
O -2.65568 -0.44072 -0.20429  0.162
H 0.00824 1.14347 0.60707  0.042
H 0.11851 -0.24618 -0.35053  0.133
H -0.76814 1.31883 -0.95317  0.162
H -1.98944 -0.02631 1.58050  0.148
H 2.51934 -0.63684 -0.93082  0.052
H 2.60601 -1.33291 0.55501  0.049
H 2.77720 0.39593 0.29227  0.036
H -2.60592 -0.45198 -1.20416  0.198

Summary:
Net charge: +1
Orbital gap (eV): 7.968
2S+1: 1

2.
Here is a 2-piece molecular cluster, C2H8NO overall from the OMol25 dataset. Energies are from ωB97M-V/def2-TZVPD.

Each line ends with the Löwdin charge.
CARTESIAN COORDINATES (ANGSTROEM)
C -0.39952 -0.15351 -0.78541  -0.118
C -1.42566 0.15242 -1.59592  0.075
N -0.15316 0.80178 0.37534  0.139
H 0.46351 -0.83462 -0.90044  0.123
H -1.44202 -0.11484 -2.64484  0.087
H -2.09750 0.96542 -1.33307  0.082
H 0.49993 0.40929 1.15481  0.146
H -1.02532 1.10755 0.84609  0.171
H 0.37577 1.64884 0.01962  0.191
H 2.48394 -0.98708 1.55899  0.041
H 1.14475 -1.90992 1.65204  0.052
O 1.57530 -1.08534 1.65279  0.013

Summary:
Net charge: +1
Orbital gap (eV): 11.714
2S+1: 1

3.
Here is a 2-piece molecular cluster, C2H8NO overall from the OMol25 dataset. Energies are from ωB97M-V/def2-TZVPD.

Each line ends with the Löwdin charge.
CARTESIAN COORDINATES (ANGSTROEM)
O -1.11859 1.86906 0.88756  -0.035
H -0.18489 0.49000 0.34048  0.101
H -1.14426 1.93136 1.85299  0.079
H -1.52606 2.70335 0.62583  0.081
C -0.46071 -1.32217 -0.66401  0.016
C 1.65721 -0.23219 -0.16270  0.182
N 0.38803 -0.20301 -0.17654  0.001
H -1.07258 -0.95747 -1.48423  0.110
H 0.17396 -2.10443 -1.08008  0.099
H -0.98655 -1.69774 0.20653  0.111
H 2.15858 0.59676 0.32055  0.129
H 2.11585 -1.07352 -0.66637  0.125

Summary:
Net charge: +1
Orbital gap (eV): 11.792
2S+1: 1

Stability comparison, relative energies in eV: 1 1.596; 2 0.721; 3 0.000

1.
Here is C4H15NO2S as an isolated structure from the OMol25 dataset. Energies are from ωB97M-V/def2-TZVPD.

Each line ends with the Löwdin charge.
CARTESIAN COORDINATES (ANGSTROEM)
C -0.47553 0.13350 -1.65091  -0.277
C 1.04757 -0.01173 -1.82734  -0.273
C 1.89927 0.50611 -0.70045  -0.231
S 1.07827 1.13404 1.17910  0.736
C 2.69422 0.91333 1.93006  -0.446
N -1.03206 -0.89563 -0.77047  -0.004
H -0.66336 1.11631 -1.22602  0.102
H -0.95710 0.12350 -2.63845  0.109
H 1.23885 -1.05851 -2.10117  0.107
H 1.28360 0.56571 -2.72608  0.103
H 1.51660 -0.07179 0.29807  -0.070
H 2.49652 1.36243 -0.97139  0.057
H 3.41091 1.63380 1.53864  0.035
H 3.07455 -0.08543 1.73116  0.040
H 2.63254 1.03737 3.01263  0.036
H -0.58615 -1.79102 -0.90130  0.089
H -2.02565 -0.98447 -0.94699  0.059
H -4.85239 -0.62075 0.43114  0.024
H -3.34959 -0.72426 0.84114  0.001
O -3.98289 -0.79490 0.08798  -0.082
H -1.28128 -0.68564 1.05545  -0.024
H -1.33852 -0.11312 2.48169  0.025
O -1.82841 -0.68886 1.87351  -0.115

Summary:
Net charge: 0
Orbital gap (eV): 8.569
2S+1: 1

2.
Here is a 3-piece molecular cluster, C4H15NO2S overall from the OMol25 dataset. Energies are from ωB97M-V/def2-TZVPD.

Each line ends with the Löwdin charge.
CARTESIAN COORDINATES (ANGSTROEM)
C 0.19410 0.12403 -1.44709  -0.421
S -0.16755 1.27980 -0.12136  0.798
C 0.74734 0.87309 1.31658  -0.557
C 0.41545 -0.62712 1.70889  -0.255
C 1.68346 -1.46429 2.01668  -0.288
N 1.50024 -2.94520 2.05160  -0.032
H 0.46406 0.78891 -2.25230  0.001
H -0.63525 -0.52436 -1.71110  0.031
H 1.08008 -0.55310 -1.36693  0.065
H 0.73614 1.55177 2.17746  0.078
H 1.84978 1.02823 1.27980  0.076
H -0.21723 -1.02511 0.80990  0.097
H -0.20592 -0.76042 2.55617  0.082
H 2.57985 -1.37981 1.17913  0.157
H 1.98714 -1.18409 2.92197  0.051
H 1.15859 -3.23100 2.98453  0.067
H 0.75270 -3.24618 1.43505  0.051
O 2.38707 2.26636 -5.28604  -0.163
H 2.97939 2.62320 -4.52779  0.069
H 1.39881 2.41317 -4.93873  0.093
O -7.25094 1.51154 -0.23328  0.047
H -7.01181 0.65976 -0.36182  -0.017
H -6.42549 1.82084 -0.19132  -0.031

Summary:
Net charge: 0
Orbital gap (eV): 9.016
2S+1: 1
SMILES: CSCCCN.O.O

Stability comparison, relative energies in eV: 1 0.643; 2 0.000

1.
Here is a 3-piece molecular cluster, C4H15NO2S overall from the OMol25 dataset. Energies are from ωB97M-V/def2-TZVPD.

Each line ends with the Löwdin charge.
CARTESIAN COORDINATES (ANGSTROEM)
C 0.66622 1.21599 2.37033  -0.381
S 0.83245 -0.47693 1.63811  0.829
C -0.41054 -0.53204 0.36473  -0.583
C -0.35637 -1.95610 -0.24778  -0.266
C -0.77454 -1.83900 -1.74615  -0.245
N -2.10633 -1.20113 -2.05128  0.041
H -0.26321 1.69053 2.32216  -0.005
H 1.47184 1.94551 2.22646  0.036
H 0.69195 0.84505 3.45562  0.038
H -0.17030 0.12652 -0.48304  0.067
H -1.42221 -0.30854 0.65050  0.070
H -0.96193 -2.67016 0.26392  0.088
H 0.71629 -2.24871 0.02324  0.086
H 0.02503 -1.33820 -2.34080  0.114
H -0.86863 -2.80884 -2.20571  0.089
H -2.80799 -1.66218 -1.63347  0.012
H -2.14671 -0.23878 -1.93031  0.026
O 3.07941 1.80704 -1.20538  -0.028
H 3.24833 0.90116 -1.14773  -0.004
H 2.29094 1.93406 -1.72711  0.028
O -1.84025 2.36426 -0.48107  -0.072
H -1.54857 3.27156 -0.59954  0.037
H -1.49163 1.89633 0.31979  0.022

Summary:
Net charge: 0
Orbital gap (eV): 9.257
2S+1: 1
SMILES: CSCCCN.O.O

2.
Here is a 3-piece molecular cluster, C4H15NO2S overall from the OMol25 dataset. Energies are from ωB97M-V/def2-TZVPD.

Each line ends with the Löwdin charge.
CARTESIAN COORDINATES (ANGSTROEM)
C 0.36332 2.26714 0.27498  -0.100
C 1.02646 1.44388 -0.84073  -0.249
N 0.30826 0.12858 -0.93458  -0.120
C 0.53772 -0.92653 0.04306  -0.315
C 0.66748 -2.30348 -0.59824  -0.546
S 0.61090 -3.67919 0.61123  0.694
H -0.70557 2.21044 -0.08084  0.087
H 0.57482 3.33294 0.35307  0.068
H 0.50120 1.68492 1.18805  0.045
H 1.03339 2.09261 -1.69522  0.100
H 2.04579 1.07858 -0.51851  0.114
H 0.13554 -0.09742 -1.89882  0.095
H 1.49083 -0.61801 0.47854  0.113
H -0.21490 -0.86908 0.82589  0.084
H 1.55704 -2.33404 -1.20500  0.066
H -0.21795 -2.42364 -1.24990  0.069
H 0.48000 -2.87926 1.69474  -0.144
O -2.72428 -0.35804 -2.05336  -0.061
H -3.27735 0.29718 -1.61793  0.033
H -1.81113 -0.21852 -1.79465  -0.020
O -0.70942 0.42846 3.29557  -0.069
H -0.58117 1.39901 3.30619  0.045
H -1.09096 0.34346 2.41646  0.009

Summary:
Net charge: 0
Orbital gap (eV): 9.660
2S+1: 1
SMILES: CCNCCS.O.O

Stability comparison, relative energies in eV: 1 0.195; 2 0.000